Density functional theory data (wB97M-V/def2-TZVPD) for a structure of composition C36H60N5PSiV in a non-equilibrium geometry.

**Kohn-Sham gap (alpha / beta)**: 4.9 / 4.7 eV
**Energy above the lowest of the compared OMol25 structures with the same formula, charge and spin**: 37.5 kcal/mol

Structure (ORCA input):
```
! RIJCOSX wB97M-V def2-TZVPD def2/J DEFGRID3
* xyz 1 3
V 0.29 2.37 -0.18
C -1.47 0.31 2.80
C -0.69 1.54 2.34
C -1.30 2.90 2.89
C 0.73 1.31 2.78
C 1.13 1.55 4.08
C 2.34 1.09 4.53
C 3.16 0.36 3.70
C 2.88 0.12 2.33
C 3.72 -0.89 1.58
C 5.21 -0.43 1.48
C 3.61 -2.33 2.16
C 1.65 0.72 1.86
N 1.39 0.91 0.52
C 2.26 0.91 -0.51
C 1.68 0.81 -1.80
N 0.37 1.12 -1.89
C -0.49 1.35 -3.00
C -0.02 1.89 -4.20
C -0.88 1.69 -5.27
C -2.15 1.15 -5.23
C -2.58 0.60 -4.00
C -1.76 0.79 -2.86
C -2.29 0.61 -1.45
C -2.70 2.04 -0.89
C -3.42 -0.35 -1.31
C 1.33 2.55 -4.40
C 2.28 1.46 -5.00
C 1.31 3.84 -5.25
H -2.50 0.52 2.70
H -1.24 0.20 3.85
H -1.21 -0.66 2.28
H -0.70 1.53 1.22
H -1.30 2.92 3.98
H -2.35 3.00 2.58
H -0.67 3.71 2.57
H 0.49 2.06 4.77
H 2.65 1.31 5.57
H 4.08 -0.06 4.09
H 3.34 -0.91 0.52
H 5.78 -0.35 2.41
H 5.31 0.55 1.00
H 5.68 -1.12 0.74
H 3.38 -3.04 1.35
H 2.86 -2.45 2.92
H 4.53 -2.62 2.66
H 3.35 1.09 -0.35
H 2.30 0.78 -2.71
H -0.48 2.09 -6.24
H -2.74 1.13 -6.13
H -3.56 0.13 -3.93
H -1.48 0.24 -0.82
H -3.40 2.65 -1.47
H -1.86 2.66 -0.79
H -3.08 1.97 0.18
H -4.30 -0.10 -1.98
H -3.77 -0.29 -0.27
H -3.12 -1.43 -1.48
H 1.67 2.79 -3.37
H 1.83 1.22 -5.97
H 2.28 0.49 -4.46
H 3.33 1.77 -5.13
H 1.06 3.65 -6.32
H 2.33 4.30 -5.37
H 0.59 4.55 -4.88
C -3.87 -7.42 2.10
N -2.49 -7.43 1.50
C -2.64 -7.65 0.00
N -3.48 -6.58 -0.66
C -4.80 -6.56 0.01
N -4.68 -6.37 1.47
C -4.32 -5.05 1.82
P -2.52 -4.75 1.11
C -1.67 -6.22 1.84
C -2.82 -5.30 -0.72
H -3.87 -7.21 3.13
H -4.38 -8.35 1.89
H -2.00 -8.23 1.93
H -3.07 -8.60 -0.24
H -1.62 -7.49 -0.41
H -5.32 -7.49 -0.21
H -5.37 -5.74 -0.42
H -4.28 -4.93 2.91
H -5.05 -4.35 1.42
H -1.68 -6.03 2.93
H -0.60 -6.38 1.55
H -1.88 -5.26 -1.32
H -3.46 -4.52 -1.15
C 3.63 4.08 1.68
Si 2.50 5.07 0.53
C 1.86 6.45 1.71
C 3.53 5.73 -0.90
C 0.94 4.19 -0.03
H 4.37 4.73 2.20
H 4.09 3.32 1.10
H 2.96 3.64 2.47
H 2.71 6.61 2.37
H 0.93 6.10 2.27
H 1.71 7.36 1.18
H 4.61 5.66 -0.74
H 3.22 6.72 -1.31
H 3.30 5.10 -1.78
H 0.83 4.25 -1.11
H 0.00 4.61 0.41
*
```

Atom charges from the Mulliken analysis, given in e for atoms 1 to 99:
1 V -0.69
2 C -1.98
3 C 5.37
4 C -1.43
5 C -0.14
6 C -0.58
7 C -1.56
8 C -0.20
9 C 0.47
10 C 0.84
11 C -1.60
12 C -1.54
13 C 0.32
14 N 0.15
15 C -0.91
16 C 0.13
17 N 0.33
18 C 0.34
19 C 0.60
20 C -0.65
21 C -1.31
22 C -0.91
23 C 0.68
24 C 2.06
25 C -0.66
26 C -2.02
27 C 0.61
28 C -1.44
29 C -1.64
30 H 0.51
31 H 0.49
32 H 0.38
33 H -3.25
34 H 0.42
35 H 0.37
36 H 0.29
37 H 0.32
38 H 0.33
39 H 0.31
40 H 0.40
41 H 0.37
42 H 0.35
43 H 0.43
44 H 0.34
45 H 0.38
46 H 0.39
47 H 0.36
48 H -0.15
49 H 0.17
50 H 0.42
51 H 0.25
52 H -0.35
53 H 0.35
54 H -0.13
55 H 0.23
56 H 0.33
57 H 0.47
58 H 0.33
59 H -0.03
60 H 0.42
61 H 0.44
62 H 0.38
63 H 0.34
64 H 0.40
65 H 0.41
66 C -0.85
67 N 0.02
68 C -0.69
69 N 0.05
70 C -0.93
71 N 0.10
72 C -0.61
73 P 0.19
74 C -0.61
75 C -0.51
76 H 0.45
77 H 0.36
78 H 0.36
79 H 0.35
80 H 0.40
81 H 0.25
82 H 0.42
83 H 0.36
84 H 0.39
85 H 0.39
86 H 0.40
87 H 0.35
88 H 0.35
89 C -0.78
90 Si 0.26
91 C -1.08
92 C -1.02
93 C -0.98
94 H 0.45
95 H 0.14
96 H 0.12
97 H 0.35
98 H 0.19
99 H 0.35

Density functional theory data (wB97M-V/def2-TZVPD) for a cluster of 2 separate species, C36H60N7O5P3S4 in total in a non-equilibrium geometry.

**Kohn-Sham gap**: 6.5 eV

Structure (ORCA input):
```
! RIJCOSX wB97M-V def2-TZVPD def2/J DEFGRID3
* xyz 1 2
C -0.78 4.27 12.53
C -2.16 4.20 11.76
N -2.07 3.14 10.72
C -3.23 3.28 9.78
C -4.58 2.85 10.51
C -0.89 3.27 9.89
S -0.44 4.67 9.12
S 0.12 1.75 9.71
C 1.01 2.01 8.12
C -0.04 1.88 6.94
C 0.76 1.86 5.58
N -0.10 1.86 4.38
C -0.72 0.81 3.92
N -0.68 -0.48 4.51
C -2.09 -0.98 4.42
P -3.38 -0.08 5.52
P -3.50 -0.97 7.50
O -4.94 -1.20 7.80
O -2.62 -2.38 7.67
O -2.86 0.15 8.59
P -2.20 -2.88 4.36
N -1.01 -3.58 5.40
O -3.76 -3.17 4.97
C -2.48 -0.40 2.98
N -1.54 0.72 2.73
C -0.80 0.55 1.44
C 0.74 0.91 1.53
C 1.38 1.10 0.09
S 1.51 -0.56 -0.73
C 2.40 -0.28 -2.33
S 1.84 0.99 -3.24
N 3.50 -1.11 -2.66
C 3.41 -2.46 -2.12
C 4.61 -2.96 -1.41
C 4.68 -4.26 -0.78
C 3.50 -5.12 -0.85
C 2.29 -4.69 -1.57
C 2.27 -3.35 -2.20
C 3.90 -1.06 -4.06
C 3.07 -1.34 -5.22
C 3.61 -1.26 -6.58
C 5.03 -0.92 -6.79
C 5.90 -0.68 -5.64
C 5.31 -0.74 -4.31
H -0.89 4.67 13.57
H -0.08 4.92 11.96
H -0.32 3.25 12.59
H -2.44 5.17 11.28
H -2.97 3.94 12.50
H -3.06 2.54 8.95
H -3.30 4.31 9.33
H -4.36 2.07 11.29
H -5.27 2.37 9.75
H -5.01 3.77 10.96
H 1.55 2.99 8.08
H 1.75 1.16 8.01
H -0.65 0.95 7.08
H -0.75 2.76 6.97
H 1.50 2.70 5.52
H 1.36 0.90 5.57
H -0.20 2.72 3.83
H -0.53 -0.47 5.53
H -2.89 1.26 5.68
H -2.89 -2.78 8.52
H -2.43 -0.36 9.30
H -0.35 -4.18 4.89
H -0.52 -2.90 5.98
H -3.79 -4.04 5.41
H -3.56 -0.10 3.07
H -2.53 -1.24 2.24
H -1.23 1.17 0.61
H -0.87 -0.52 1.08
H 1.24 0.07 2.09
H 0.93 1.90 2.05
H 0.74 1.78 -0.53
H 2.42 1.49 0.24
H 5.52 -2.30 -1.36
H 5.60 -4.61 -0.25
H 3.48 -6.12 -0.35
H 1.39 -5.36 -1.62
H 1.34 -3.03 -2.72
H 1.99 -1.60 -5.09
H 2.95 -1.44 -7.47
H 5.45 -0.86 -7.82
H 6.99 -0.46 -5.74
H 5.98 -0.54 -3.43
C -2.20 -1.67 -10.54
C -1.42 -0.60 -9.75
C -1.85 0.81 -10.20
C -1.28 1.21 -11.56
C 0.24 1.04 -11.58
C 0.69 -0.37 -11.16
N 0.05 -0.83 -9.89
O 0.66 -0.21 -8.88
C 0.40 -1.37 -12.30
C 2.23 -0.38 -11.06
C -1.91 -0.80 -8.30
H -2.14 -1.55 -11.62
H -1.85 -2.67 -10.29
H -3.26 -1.62 -10.31
H -1.53 1.55 -9.46
H -2.94 0.87 -10.24
H -1.74 0.62 -12.36
H -1.52 2.25 -11.76
H 0.61 1.27 -12.58
H 0.68 1.78 -10.91
H 0.48 -2.40 -11.96
H 1.11 -1.24 -13.12
H -0.58 -1.23 -12.76
H 2.62 0.36 -10.36
H 2.68 -0.15 -12.03
H 2.60 -1.36 -10.76
H -1.61 -1.78 -7.92
H -3.00 -0.75 -8.25
H -1.53 -0.04 -7.62
*
```

Atom charges from the Mulliken analysis, given in e for atoms 1 to 99:
1 C -1.01
2 C -0.46
3 N 0.00
4 C 0.00
5 C -1.33
6 C -0.04
7 S -0.12
8 S -0.11
9 C -0.99
10 C 0.60
11 C -1.26
12 N 0.17
13 C -0.28
14 N -0.13
15 C 0.73
16 P -0.12
17 P 0.93
18 O -0.63
19 O -0.49
20 O -0.40
21 P 0.04
22 N -0.48
23 O -0.48
24 C -1.52
25 N 0.28
26 C -0.48
27 C -0.45
28 C -0.94
29 S -0.05
30 C 0.17
31 S -0.23
32 N 0.41
33 C -0.03
34 C -0.13
35 C -0.70
36 C -0.32
37 C -0.72
38 C 0.17
39 C -0.37
40 C 0.26
41 C -0.68
42 C -0.33
43 C -0.61
44 C -0.17
45 H 0.36
46 H 0.26
47 H 0.26
48 H 0.37
49 H 0.40
50 H -0.09
51 H 0.43
52 H 0.30
53 H 0.39
54 H 0.35
55 H 0.42
56 H 0.47
57 H -0.31
58 H 0.23
59 H 0.50
60 H 0.38
61 H 0.44
62 H 0.35
63 H 0.05
64 H 0.35
65 H 0.28
66 H 0.31
67 H 0.22
68 H 0.29
69 H 0.41
70 H 0.55
71 H 0.24
72 H 0.41
73 H 0.32
74 H 0.22
75 H 0.47
76 H 0.38
77 H 0.24
78 H 0.37
79 H 0.34
80 H 0.34
81 H 0.38
82 H 0.35
83 H 0.29
84 H 0.36
85 H 0.33
86 H 0.28
87 C -1.69
88 C 1.68
89 C -1.23
90 C -0.50
91 C -1.29
92 C 1.81
93 N 0.40
94 O -0.57
95 C -1.80
96 C -1.86
97 C -1.88
98 H 0.29
99 H 0.39

Density functional theory data (wB97M-V/def2-TZVPD) for a cluster of 12 separate species, C36H61ClF2N15O2P2S in total in a non-equilibrium geometry.

**Kohn-Sham gap**: 7.0 eV

Structure (ORCA input):
```
! RIJCOSX wB97M-V def2-TZVPD def2/J DEFGRID3
* xyz -1 1
C 1.48 -2.83 -0.95
C 1.58 -1.78 -1.75
C 0.76 -0.56 -1.57
P 1.64 1.08 -1.16
Cl 1.77 1.44 -3.50
C 2.59 2.66 -0.84
C 1.91 3.68 0.08
C 2.89 4.47 0.96
C 2.34 4.80 2.34
C -0.07 1.96 -1.22
C -1.18 1.77 -0.17
C -2.60 1.91 -0.74
C -3.37 0.59 -0.72
N -4.48 0.64 0.27
C -4.78 -0.60 0.92
N -4.92 -0.71 2.17
N -4.97 -1.72 0.06
P 1.56 0.49 1.08
S 2.80 1.22 2.45
N 3.45 0.20 -1.39
C 4.32 0.04 -0.32
O 5.23 0.72 0.05
F 4.06 -1.14 0.31
C 4.19 0.56 -2.51
O 4.89 1.50 -2.72
F 4.17 -0.47 -3.39
H 0.61 -2.92 -0.32
H 2.22 -3.62 -0.93
H 2.24 -1.83 -2.60
H 0.21 -0.34 -2.48
H 0.04 -0.76 -0.77
H 3.59 2.44 -0.47
H 2.73 3.10 -1.82
H 1.12 3.27 0.70
H 1.41 4.41 -0.56
H 3.19 5.39 0.46
H 3.80 3.87 1.08
H 2.88 5.64 2.77
H 2.45 3.95 3.01
H 1.29 5.08 2.29
H -0.47 1.62 -2.17
H 0.04 3.02 -1.39
H -1.14 0.82 0.34
H -1.05 2.53 0.59
H -3.18 2.60 -0.13
H -2.56 2.31 -1.75
H -2.72 -0.23 -0.44
H -3.77 0.35 -1.71
H -5.32 0.89 -0.25
H -4.78 0.20 2.61
H -4.06 -2.13 -0.14
H -5.51 -2.40 0.57
H 0.26 0.61 1.55
H 1.70 -0.89 1.02
C 6.73 0.55 -5.10
C 7.48 1.28 -6.10
N 8.08 1.90 -6.86
H 6.31 1.24 -4.37
H 5.91 0.01 -5.57
H 7.38 -0.16 -4.59
C -4.35 -5.40 1.11
C -3.59 -4.86 0.00
N -3.02 -4.42 -0.90
H -4.50 -4.62 1.86
H -5.32 -5.74 0.76
H -3.81 -6.24 1.56
C 6.86 -1.04 2.71
C 6.60 -2.17 3.59
N 6.40 -3.06 4.28
H 7.82 -1.16 2.21
H 6.07 -0.96 1.96
H 6.87 -0.12 3.29
C -8.01 -4.94 -1.46
C -7.59 -4.43 -0.16
N -7.27 -4.03 0.87
H -8.53 -5.88 -1.32
H -8.68 -4.23 -1.94
H -7.13 -5.09 -2.09
C -0.09 -5.96 1.85
C -0.36 -4.54 1.67
N -0.60 -3.42 1.57
H -0.92 -6.43 2.37
H 0.05 -6.44 0.88
H 0.82 -6.06 2.45
C -11.19 -6.97 0.63
C -11.46 -6.49 -0.71
N -11.65 -6.09 -1.77
H -10.57 -6.25 1.17
H -12.12 -7.11 1.17
H -10.66 -7.93 0.58
C 6.47 4.64 -6.01
C 5.77 5.89 -6.25
N 5.22 6.88 -6.45
H 5.76 3.87 -5.70
H 6.98 4.30 -6.91
H 7.20 4.77 -5.22
C 3.61 -3.48 3.51
C 2.72 -4.57 3.89
N 2.03 -5.43 4.19
H 4.62 -3.71 3.84
H 3.61 -3.37 2.43
H 3.28 -2.55 3.96
C 0.23 2.14 5.28
C -0.36 2.84 4.15
N -0.80 3.38 3.24
H 0.05 2.70 6.19
H -0.23 1.15 5.37
H 1.30 2.02 5.11
C -4.13 4.64 4.11
C -4.36 3.23 3.86
N -4.55 2.12 3.68
H -3.09 4.89 3.89
H -4.78 5.24 3.47
H -4.34 4.87 5.15
C 1.29 5.52 -3.84
C -0.08 5.04 -3.71
N -1.15 4.64 -3.59
H 1.77 5.02 -4.68
H 1.29 6.60 -4.01
H 1.84 5.29 -2.93
*
```

Atom charges from the Mulliken analysis, given in e for atoms 1 to 99:
1 C -0.80
2 C -0.43
3 C -0.95
4 P 1.09
5 Cl -0.35
6 C -1.43
7 C 0.36
8 C -0.74
9 C -1.20
10 C -1.02
11 C 0.13
12 C -1.15
13 C -0.28
14 N -0.27
15 C 0.30
16 N -0.77
17 N -0.49
18 P 0.57
19 S -0.53
20 N 0.74
21 C 0.00
22 O -0.58
23 F -0.17
24 C 0.01
25 O -0.62
26 F -0.30
27 H 0.06
28 H 0.30
29 H 0.33
30 H 0.76
31 H 0.25
32 H 0.41
33 H 0.55
34 H -0.66
35 H 0.31
36 H 0.40
37 H 0.39
38 H 0.46
39 H 0.11
40 H 0.30
41 H 1.01
42 H 0.38
43 H 0.39
44 H -0.38
45 H 0.56
46 H 0.42
47 H -0.04
48 H 0.41
49 H 0.25
50 H 0.45
51 H 0.23
52 H 0.30
53 H 0.15
54 H -0.23
55 C -0.38
56 C 0.30
57 N -0.49
58 H 0.04
59 H 0.27
60 H 0.32
61 C -0.82
62 C 0.46
63 N -0.50
64 H 0.28
65 H 0.25
66 H 0.33
67 C -0.23
68 C 0.34
69 N -0.55
70 H 0.31
71 H -0.20
72 H 0.26
73 C -0.86
74 C 0.46
75 N -0.45
76 H 0.23
77 H 0.33
78 H 0.29
79 C -0.81
80 C 0.45
81 N -0.43
82 H 0.27
83 H 0.27
84 H 0.26
85 C -0.79
86 C 0.35
87 N -0.39
88 H 0.26
89 H 0.32
90 H 0.26
91 C -0.54
92 C 0.21
93 N -0.40
94 H 0.13
95 H 0.30
96 H 0.28
97 C -0.33
98 C 0.23
99 N -0.56